[1]
{
  "formula": "C28H25Cl5NOTm",
  "method": "wB97M-V/def2-TZVPD",
  "orbital_gap_ha": [0.305, 0.306],
  "s2": 2.00,
  "de_lowest_kcal_mol": 0.0,
  "homo_energy_ev": [-8.076, -8.109],
  "lumo_ev": [0.21, 0.22],
  "multiplicity": 3,
  "total_charge": 0,
  "species": ["C", "C", "C", "H", "C", "C", "H", "C", "C", "C", "H", "C", "C", "H", "H", "H", "H", "H", "H", "Tm", "C", "C", "C", "H", "H", "H", "H", "H", "H", "C", "C", "H", "H", "O", "N", "C", "H", "C", "C", "H", "C", "H", "C", "H", "C", "H", "C", "H", "H", "H", "Cl", "C", "C", "C", "Cl", "C", "Cl", "C", "Cl", "C", "Cl"],
  "xyz": [[-2.2149, -1.1518, -1.5425], [-1.7325, 0.1556, -1.8326], [-0.3217, 0.0839, -1.9545], [-2.3305, 1.0452, -2.0184], [0.0773, -1.2651, -1.7082], [-1.0960, -2.0312, -1.4785], [1.0903, -1.6487, -1.8082], [-2.7866, 0.1715, 2.1211], [-3.0732, 0.8428, 0.8899], [-2.0216, 1.7843, 0.6453], [-3.9507, 0.6948, 0.2609], [-1.0833, 1.6681, 1.7127], [-1.5563, 0.6634, 2.6339], [0.3390, 0.8828, -2.2856], [-1.1152, -3.1107, -1.3491], [-3.2580, -1.4317, -1.4428], [-1.0930, 0.4272, 3.5967], [-1.9540, 2.5287, -0.1543], [-3.4137, -0.5590, 2.6261], [-0.9520, -0.4546, 0.4932], [0.3313, 2.1727, 1.7072], [0.7470, 2.4731, 3.1503], [0.5196, 3.4194, 0.8392], [-0.0096, 3.1201, 3.6181], [1.7033, 2.9941, 3.1767], [0.8528, 1.5562, 3.7379], [-0.2131, 4.1896, 1.1223], [0.4173, 3.2121, -0.2373], [1.5264, 3.8239, 1.0146], [1.1149, 0.9719, 1.0354], [2.6108, 1.0719, 1.2724], [0.9212, 0.9832, -0.0726], [0.8497, -0.0185, 1.5495], [2.9801, 1.5112, 2.3660], [3.5343, 0.7049, 0.3320], [3.4603, -0.2268, -0.7900], [4.4846, 0.9139, 0.6154], [3.1957, 0.4661, -2.0986], [3.0433, -0.3126, -3.2482], [3.2248, -1.3872, -3.1787], [2.6399, 0.2695, -4.4477], [2.4498, -0.3601, -5.3223], [2.4690, 1.6631, -4.5205], [2.1426, 2.1265, -5.4616], [2.7239, 2.4614, -3.3945], [2.6174, 3.5507, -3.4472], [3.1092, 1.8579, -2.1862], [3.3373, 2.4742, -1.3136], [2.7155, -1.0231, -0.6126], [4.4458, -0.7240, -0.8478], [-5.0061, -1.7436, 0.4909], [-3.7807, -2.8001, 1.1093], [-2.4623, -2.4347, 1.1431], [-1.4891, -3.2689, 1.5973], [0.2100, -2.6674, 1.6037], [-1.7898, -4.5701, 2.0277], [-0.5307, -5.6233, 2.4794], [-3.1471, -4.9683, 2.0288], [-3.5638, -6.5230, 2.5751], [-4.1502, -4.0864, 1.5832], [-5.7891, -4.5450, 1.5985]]
}


[2]
{
  "formula": "C28H25F2N6O7Zr",
  "method": "wB97M-V/def2-TZVPD",
  "orbital_gap_ha": 0.259,
  "de_lowest_kcal_mol": 19.3,
  "homo_energy_ev": -5.262,
  "lumo_ev": 1.79,
  "total_charge": -1,
  "species": ["Zr", "O", "C", "C", "C", "C", "C", "C", "C", "N", "C", "C", "N", "C", "C", "C", "C", "C", "C", "C", "O", "H", "H", "H", "H", "H", "H", "H", "H", "H", "H", "H", "H", "H", "H", "O", "C", "O", "C", "C", "C", "N", "C", "C", "C", "O", "O", "H", "H", "H", "F", "C", "F", "H", "C", "N", "C", "C", "O", "N", "C", "N", "H", "H", "H", "H", "H", "H", "H"],
  "xyz": [[-0.3868, -0.2056, -0.5357], [-1.6704, 1.0597, 0.7532], [-2.0668, 0.5988, 1.9207], [-3.4251, 0.5041, 2.2544], [-3.8014, -0.0237, 3.4712], [-2.8577, -0.4431, 4.4121], [-1.5189, -0.3200, 4.1165], [-1.1096, 0.1842, 2.8757], [0.2930, 0.3641, 2.6026], [0.8125, 0.5273, 1.4432], [2.2523, 0.7743, 1.4006], [2.6342, 0.9823, -0.0471], [1.9871, -0.0603, -0.8403], [2.7028, -0.6146, -1.7498], [2.3125, -1.6317, -2.6809], [3.2940, -2.1466, -3.5444], [3.0040, -3.1541, -4.4307], [1.7025, -3.6718, -4.4570], [0.7192, -3.1895, -3.6276], [0.9949, -2.1450, -2.7190], [0.0645, -1.6965, -1.9393], [-4.1598, 0.7833, 1.5114], [-4.8559, -0.1360, 3.6917], [-3.1761, -0.8715, 5.3520], [-0.7692, -0.6400, 4.8315], [0.9494, 0.3745, 3.4798], [2.7862, -0.0808, 1.8288], [2.5012, 1.6614, 1.9885], [3.7202, 0.9615, -0.1799], [2.2707, 1.9509, -0.3912], [3.7493, -0.3030, -1.8318], [4.2956, -1.7332, -3.4937], [3.7645, -3.5490, -5.0901], [1.4623, -4.4739, -5.1449], [-0.2849, -3.5907, -3.6455], [-0.7608, -6.3759, 3.4768], [0.2987, -5.7504, 3.3170], [1.4470, -5.9586, 3.7512], [0.1819, -4.4936, 2.4082], [1.3164, -3.7618, 2.0727], [1.1911, -2.6274, 1.2978], [0.0099, -2.1891, 0.8498], [-1.0766, -2.9138, 1.1313], [-1.0387, -4.0579, 1.9083], [-2.3491, -2.3540, 0.5351], [-3.4442, -2.7744, 0.8357], [-2.1157, -1.3605, -0.2783], [2.2760, -4.1001, 2.4397], [2.0563, -2.0358, 1.0210], [-1.9422, -4.6064, 2.1340], [-1.9411, 0.3420, -3.0220], [-1.1718, 1.1561, -2.2058], [0.1523, 1.0480, -2.7592], [-1.4841, 2.1884, -2.3788], [-1.8540, 6.2178, -1.4117], [-0.7502, 5.2971, -1.3489], [0.5317, 5.4629, -1.9886], [1.2720, 4.2099, -1.4914], [2.4247, 3.9539, -1.7695], [0.4252, 3.4645, -0.7159], [-0.7214, 4.1307, -0.6527], [-1.7779, 3.7121, 0.0417], [-1.4912, 7.1819, -1.7634], [-2.2887, 6.3720, -0.4215], [-2.6404, 5.8838, -2.0965], [1.0477, 6.3712, -1.6709], [0.4691, 5.4473, -3.0794], [-1.7715, 2.7360, 0.3806], [-2.6709, 4.1382, -0.1316]]
}


[3]
{
  "formula": "C28H25F5HfNOS",
  "method": "wB97M-V/def2-TZVPD",
  "orbital_gap_ha": 0.255,
  "homo_energy_ev": -11.325,
  "lumo_ev": -4.40,
  "total_charge": 1,
  "species": ["C", "C", "C", "H", "C", "C", "H", "C", "C", "C", "H", "C", "C", "H", "H", "H", "H", "H", "H", "Hf", "C", "C", "C", "H", "H", "H", "H", "H", "H", "C", "C", "H", "H", "O", "N", "C", "H", "C", "C", "H", "C", "H", "C", "H", "C", "H", "C", "H", "H", "H", "F", "C", "C", "F", "C", "F", "C", "S", "C", "F", "C", "F"],
  "xyz": [[-2.0858, 0.2711, -0.9697], [-1.6426, 1.4816, -0.3561], [-0.4637, 1.9211, -1.0388], [-2.2103, 2.0624, 0.3667], [-0.2020, 0.9938, -2.1066], [-1.2184, -0.0120, -2.0736], [0.5495, 1.1185, -2.8834], [-0.2150, -1.1878, 2.1978], [-1.0471, -0.0282, 2.1105], [-0.2009, 1.1258, 2.0315], [-2.1234, -0.0030, 2.2742], [1.1603, 0.6671, 2.0317], [1.1516, -0.7687, 2.1413], [0.0141, 2.8919, -0.9278], [-1.3928, -0.7652, -2.8392], [-3.0416, -0.2123, -0.7897], [2.0374, -1.4001, 2.2414], [-0.5022, 2.1708, 2.1140], [-0.5381, -2.2001, 2.4366], [0.0676, -0.1609, -0.0012], [2.4056, 1.5175, 1.9517], [3.4862, 0.9008, 2.8517], [2.1168, 2.9556, 2.3979], [3.1083, 0.8242, 3.8802], [4.3792, 1.5302, 2.8412], [3.7712, -0.0983, 2.5072], [1.7125, 2.9539, 3.4181], [1.3997, 3.4539, 1.7347], [3.0490, 3.5319, 2.3937], [2.8214, 1.5243, 0.4503], [4.1441, 2.2287, 0.1573], [2.0336, 2.0329, -0.1384], [2.9377, 0.4867, 0.0642], [4.9855, 2.4422, 1.0241], [4.3655, 2.6230, -1.1321], [3.4489, 2.5195, -2.2618], [5.2900, 2.9951, -1.3088], [2.4849, 3.6913, -2.3546], [1.6099, 3.7474, -3.4443], [1.6762, 2.9664, -4.2076], [0.6801, 4.7838, -3.5483], [-0.0115, 4.7991, -4.3919], [0.6462, 5.7937, -2.5779], [-0.0707, 6.6130, -2.6674], [1.5357, 5.7550, -1.5007], [1.5312, 6.5371, -0.7395], [2.4594, 4.7046, -1.3882], [3.1760, 4.6874, -0.5621], [2.8744, 1.5770, -2.1893], [4.0432, 2.4567, -3.1879], [-4.6036, -5.8685, -1.1921], [-3.5112, -5.0889, -1.0785], [-2.3323, -5.4115, -1.7543], [-2.2843, -6.5252, -2.5173], [-1.2198, -4.5866, -1.6340], [-0.0812, -4.9237, -2.2862], [-1.2383, -3.4145, -0.8570], [0.2408, -2.3992, -0.7827], [-2.4291, -3.1431, -0.1736], [-2.5486, -2.0514, 0.6477], [-3.5513, -3.9493, -0.2743], [-4.6754, -3.6250, 0.4016]]
}